No. 1
{"formula": "C24H23F4OSi", "method": "ωB97M-V/def2-TZVPD", "total_energy_ev": -46047.729, "total_charge": 1, "de_lowest_kcal_mol": 49.8, "homo_energy_ev": -11.11, "e_lumo_ev": -6.84, "species": ["C", "Si", "C", "C", "C", "C", "O", "C", "C", "C", "C", "C", "C", "H", "H", "H", "H", "H", "H", "H", "H", "H", "H", "H", "H", "H", "H", "H", "H", "F", "C", "C", "C", "F", "C", "C", "C", "C", "C", "C", "F", "C", "C", "F", "C", "C", "H", "H", "H", "H", "H", "H", "H"], "positions_angstrom": [[-2.775637, 1.259466, -1.572023], [-2.448543, -0.551854, -1.883022], [-3.083347, -1.636833, -0.496314], [-3.088506, -1.099650, -3.556160], [-0.548265, -0.690956, -1.798775], [0.311148, -0.015451, -1.003285], [-0.168733, -1.644961, -2.725108], [1.189450, -2.020049, -2.800683], [1.681787, -2.982391, -1.922110], [3.047874, -3.270872, -1.953825], [3.881007, -2.641540, -2.883578], [3.346333, -1.729856, -3.798879], [1.981472, -1.439203, -3.788127], [-3.862659, 1.427021, -1.572867], [-2.373466, 1.594400, -0.604145], [-2.332302, 1.884415, -2.362160], [-4.164577, -1.493706, -0.353412], [-2.901010, -2.697161, -0.725935], [-2.582611, -1.415451, 0.456220], [-4.181439, -0.975657, -3.611234], [-2.642764, -0.509107, -4.369327], [-2.859825, -2.156644, -3.751946], [1.390418, -0.194389, -1.045572], [-0.072924, 0.773103, -0.351728], [1.013617, -3.469091, -1.208985], [3.460729, -3.993655, -1.246845], [4.949844, -2.870213, -2.901481], [3.994140, -1.241834, -4.530204], [1.542094, -0.743989, -4.505339], [0.085538, -2.429113, 4.251391], [-0.696571, -1.412852, 3.744664], [-2.076120, -1.606260, 3.724222], [-2.822966, -0.573230, 3.157049], [-4.187101, -0.751045, 3.048964], [-2.266234, 0.608200, 2.704304], [-0.839798, 0.779738, 2.692003], [-0.335185, 1.950988, 2.057952], [0.962222, 2.541611, 2.097213], [1.064461, 3.929314, 1.738868], [2.296289, 4.551004, 1.690070], [2.359220, 5.882057, 1.341349], [3.491674, 3.910072, 2.023759], [3.378725, 2.571816, 2.394526], [4.529580, 1.913571, 2.775308], [2.178820, 1.873013, 2.436112], [-0.066909, -0.256131, 3.303887], [-2.540625, -2.507336, 4.112512], [-2.908445, 1.409280, 2.337144], [-1.106109, 2.583051, 1.597033], [0.158399, 4.487961, 1.505734], [4.445043, 4.427906, 2.007980], [2.187404, 0.821542, 2.701116], [1.005385, -0.159050, 3.423691]], "forces_ev_per_a": [[-0.41, 0.24, -0.01], [0.54, 0.07, 0.07], [-0.29, -0.11, 0.12], [-0.02, -0.01, -0.04], [0.45, 0.08, -0.06], [-0.31, -0.43, -0.57], [0.65, -0.26, 0.18], [-0.40, 0.09, -0.07], [0.21, 0.33, 0.00], [-0.04, -0.04, -0.14], [-0.05, 0.07, 0.03], [0.00, -0.20, -0.03], [0.13, 0.08, 0.40], [0.24, 0.15, 0.07], [-0.11, -0.09, -0.19], [-0.12, -0.21, 0.23], [0.22, -0.13, 0.00], [-0.08, 0.27, 0.05], [-0.05, 0.02, -0.23], [0.29, -0.02, 0.04], [-0.10, -0.12, 0.23], [-0.03, 0.28, 0.11], [-0.37, 0.14, 0.12], [0.09, -0.29, -0.23], [0.19, 0.22, -0.20], [-0.12, 0.19, -0.27], [-0.39, 0.10, 0.02], [-0.20, -0.22, 0.20], [0.10, -0.17, 0.30], [-1.04, 1.44, -0.60], [1.17, -0.64, 0.57], [0.13, 0.58, -0.49], [-1.46, -0.17, 0.11], [1.88, 0.37, 0.26], [0.38, 0.11, -0.54], [-0.63, -0.83, 0.32], [-0.02, 0.33, 1.21], [1.03, 0.49, -0.42], [-0.37, -0.55, -0.24], [0.21, 1.38, -0.04], [-0.15, -1.80, 0.43], [-0.76, -0.20, -0.05], [0.89, -0.95, 0.60], [-1.57, 0.83, -0.61], [-0.09, 0.22, -0.08], [-0.18, -0.05, -0.22], [0.08, 0.10, -0.12], [0.07, -0.36, -0.07], [0.27, -0.25, 0.14], [0.31, -0.03, -0.05], [-0.12, -0.09, -0.02], [0.32, 0.40, -0.22], [-0.40, -0.37, 0.02]]}

---

No. 2
{"formula": "C24H23F6N5O9S2W", "method": "ωB97M-V/def2-TZVPD", "total_energy_ev": -90938.985, "total_charge": 0, "homo_energy_ev": [-7.80, -7.80], "e_lumo_ev": [-1.19, -1.19], "species": ["W", "C", "C", "O", "C", "C", "C", "N", "N", "C", "O", "C", "C", "C", "C", "C", "C", "H", "H", "H", "H", "H", "H", "H", "H", "H", "H", "H", "H", "F", "C", "F", "F", "S", "O", "O", "N", "S", "O", "O", "C", "F", "F", "F", "C", "C", "C", "O", "C", "O", "O", "H", "H", "H", "H", "H", "H", "H", "N", "C", "C", "C", "C", "C", "N", "C", "H", "H", "H", "H"], "positions_angstrom": [[-0.353200, -0.011600, 0.056100], [0.831300, 3.197200, 2.347000], [0.926200, 2.294000, 1.147100], [0.626100, 1.017400, 1.343900], [1.412100, 2.761800, -0.060200], [1.618200, 1.942900, -1.187200], [2.473100, 2.350100, -2.341700], [1.019700, 0.736800, -1.186100], [1.387600, -0.144400, -2.166000], [0.748900, -1.285200, -2.110300], [-0.103300, -1.531800, -1.107400], [0.997000, -2.241800, -3.183200], [0.371700, -3.489000, -3.220500], [0.643400, -4.368400, -4.252900], [1.532100, -4.020100, -5.257300], [2.147800, -2.777500, -5.234200], [1.884200, -1.894900, -4.209400], [0.134800, 2.765800, 3.062500], [0.494400, 4.189800, 2.058300], [1.810400, 3.285300, 2.817500], [1.756600, 3.783100, -0.107700], [2.849700, 3.360200, -2.222000], [1.896700, 2.277000, -3.261700], [3.306500, 1.657700, -2.437700], [-0.312700, -3.751800, -2.427200], [0.169100, -5.338400, -4.277900], [1.750600, -4.715900, -6.053900], [2.835600, -2.504100, -6.019500], [2.355700, -0.927000, -4.171900], [0.994500, -0.743300, 4.660600], [1.731900, -1.324800, 3.711600], [2.645600, -2.084100, 4.306600], [2.347100, -0.364300, 3.031600], [0.597700, -2.363600, 2.607500], [-0.144800, -1.333500, 1.876000], [-0.167700, -3.125100, 3.525300], [1.535800, -3.224500, 1.713300], [2.203600, -2.526200, 0.463700], [1.890500, -1.106000, 0.437400], [2.139600, -3.288200, -0.725800], [4.032600, -2.578500, 0.944200], [4.791400, -2.084400, -0.026900], [4.418500, -3.825100, 1.184700], [4.257300, -1.861800, 2.043500], [-3.385000, 1.851300, 2.800200], [-2.473700, 0.624200, 2.686100], [-3.161000, -0.637000, 3.208600], [-1.301900, 0.936400, 3.433500], [-2.056600, 0.443000, 1.231500], [-2.146400, -0.700800, 0.585200], [-1.713200, 1.484000, 0.501300], [-3.566800, 2.059300, 3.850500], [-4.326600, 1.668700, 2.293400], [-2.898400, 2.710000, 2.344900], [-3.390100, -0.510900, 4.263300], [-2.518800, -1.507900, 3.078100], [-4.082600, -0.804000, 2.659200], [-0.752400, 0.151800, 3.520700], [-1.087400, -1.215400, -6.339200], [-1.477400, -0.941300, -5.296400], [-1.997100, -0.603800, -4.025900], [-3.292000, -1.004000, -3.662200], [-3.794100, -0.455700, -2.479200], [-2.977400, 0.285200, -1.669200], [-1.635000, 0.509900, -1.903200], [-1.230700, 0.159700, -3.158200], [-3.887300, -1.632500, -4.303800], [-4.830000, -0.589600, -2.210600], [-3.393100, 0.783400, -0.802600], [-0.285400, 0.552200, -3.504200]], "forces_ev_per_a": [[-0.77, 0.53, 1.46], [-0.10, -0.45, -0.11], [0.24, -0.83, -0.04], [1.64, 2.28, 1.23], [-0.07, -0.03, -0.17], [-0.66, -0.98, 0.49], [-0.08, -0.12, 0.16], [0.79, 1.16, -0.70], [0.10, -0.84, -0.94], [0.53, 1.34, 0.66], [0.57, -1.66, -1.91], [-0.04, -0.56, -0.55], [-0.01, 0.40, 0.20], [-0.02, -0.10, -0.08], [0.00, 0.03, 0.06], [0.01, -0.11, -0.06], [-0.19, 0.01, 0.27], [0.01, -0.01, -0.01], [0.05, 0.04, -0.09], [0.07, -0.01, 0.03], [-0.03, 0.07, 0.04], [-0.02, 0.07, 0.08], [0.00, -0.01, -0.10], [0.07, -0.05, -0.02], [-0.02, -0.07, 0.07], [-0.07, -0.06, 0.05], [-0.02, -0.05, -0.07], [0.06, 0.05, -0.07], [0.10, 0.07, -0.06], [-0.30, 0.00, 0.02], [0.02, -0.10, -0.15], [-0.13, -0.15, -0.09], [-0.08, -0.10, 0.09], [0.49, 1.02, 0.52], [0.00, -0.23, 0.57], [-0.12, -0.38, 0.06], [-0.19, -0.22, -0.08], [1.37, 0.54, 0.66], [0.82, -0.21, -0.26], [-0.05, -0.53, -0.34], [-0.15, 0.05, 0.19], [-0.23, 0.08, -0.29], [-0.23, -0.18, -0.11], [-0.14, 0.05, -0.01], [0.46, -0.28, -0.17], [0.14, -0.16, 0.29], [0.31, 0.20, -0.18], [-0.38, 0.29, 0.38], [-0.63, 0.86, 0.25], [-1.18, -0.18, -0.31], [-0.80, -0.41, 0.11], [-0.05, -0.05, 0.09], [-0.19, 0.00, -0.07], [0.01, 0.08, 0.00], [-0.02, 0.05, 0.08], [-0.03, -0.01, 0.04], [-0.14, -0.11, -0.05], [-0.01, -0.10, -0.13], [0.11, -0.04, -0.25], [0.24, -0.20, -0.56], [-0.89, -0.02, 0.57], [0.52, 0.78, 0.72], [-0.13, -0.42, -1.00], [1.37, 0.72, 0.06], [-1.73, -0.90, -1.59], [-0.44, 0.81, 0.89], [-0.03, -0.06, -0.09], [-0.04, -0.06, 0.09], [0.27, -0.29, 0.03], [0.06, -0.24, 0.21]]}